No. 1
19
Properties=species:S:1:pos:R:3:forces:R:3:lowdin_charge:R:1 method="wB97M-V/def2-TZVPD" max_force_ha_per_bohr=0.0211 relative_energy_kj_mol=0.0 spin_multiplicity=1 total_charge=0 gap_ev=9.9
C 1.430 -0.851 -1.500 0.10 0.31 -0.37 -0.077
H 0.014 3.236 1.187 0.22 0.04 0.26 0.048
H -0.522 2.171 0.239 0.31 -0.19 0.23 0.004
H 1.996 -0.896 -0.572 0.01 -0.32 0.04 0.081
H 0.825 -1.743 -1.649 -0.09 0.00 0.32 0.084
O 0.434 -0.249 2.072 -0.07 0.65 0.77 -0.088
C -0.748 0.265 -1.309 -0.58 -0.14 -0.06 -0.325
H 0.306 -0.105 3.037 0.15 -0.07 -1.07 0.072
N -1.498 1.279 -1.048 0.37 -0.10 -0.17 0.038
N 0.582 0.328 -1.504 -0.08 0.23 0.33 -0.041
H 1.004 1.215 -1.250 0.01 -0.16 -0.14 0.128
H -2.467 0.979 -1.088 0.05 0.14 0.31 0.047
H -1.173 -0.735 -1.392 0.15 -0.12 -0.19 0.127
H 2.112 -0.816 -2.352 0.11 0.08 0.12 0.077
H -0.542 -1.671 1.490 -0.13 -0.12 -0.15 -0.019
O 0.193 2.330 0.920 -0.61 0.10 -0.62 -0.100
H -1.252 -2.964 1.913 -0.01 0.02 -0.16 0.026
H 0.370 0.650 1.667 -0.02 -0.43 0.39 0.013
O -1.064 -2.422 1.139 0.10 0.09 0.18 -0.095

***

No. 2
16
Properties=species:S:1:pos:R:3:forces:R:3:lowdin_charge:R:1 method="wB97M-V/def2-TZVPD" max_force_ha_per_bohr=0.0913 relative_energy_kj_mol=526.8 spin_multiplicity=1 total_charge=0 gap_ev=9.1
H -1.740 1.136 1.446 0.47 0.67 0.34 0.111
C -2.238 0.735 0.601 -1.91 -0.15 -0.74 -0.111
H 2.925 -0.106 1.273 1.35 -0.19 1.69 0.093
H 2.015 1.235 -1.066 -0.29 -0.41 0.47 0.099
H -4.067 0.896 -0.262 0.91 -0.05 0.47 0.112
C -1.707 -0.328 -0.002 3.12 0.72 2.26 -0.277
H 2.781 -0.352 -1.366 -0.48 0.88 1.42 0.126
C 1.034 -0.461 1.195 -0.40 1.06 -0.78 0.065
O -2.267 -1.187 -0.839 -0.15 0.25 -0.74 0.071
N 2.163 0.012 0.685 -2.55 -0.83 0.69 -0.070
O 0.083 -1.919 -0.128 -0.45 2.14 0.44 -0.023
C -0.160 -0.773 0.372 -0.65 -2.52 -1.88 -0.258
O -3.508 1.306 0.430 0.75 -0.65 -0.11 -0.002
H -1.493 -1.579 -1.274 -0.07 -0.79 -0.12 0.103
H 3.551 0.918 -0.498 2.30 0.97 0.72 0.048
C 2.630 0.469 -0.567 -1.95 -1.08 -4.13 -0.086